C35H53CaN4OP2 | ωB97M-V/def2-TZVPD

ORCA input file:
```
! RIJCOSX wB97M-V def2-TZVPD def2/J DEFGRID3
* xyz 1 1
C -1.794 0.370 2.386
C -2.539 0.283 0.168
C -3.060 0.744 2.851
C -3.783 0.838 0.572
C -4.058 1.044 1.918
H -3.261 0.807 3.922
H -4.491 1.100 -0.222
H -5.044 1.394 2.236
N -1.523 0.136 1.084
P 1.048 0.435 2.803
P -1.394 -1.387 -1.904
C -0.674 0.246 3.430
H -0.820 1.020 4.199
H -0.734 -0.721 3.952
C -2.420 -0.118 -1.210
H -2.824 0.642 -1.875
C -0.562 -0.874 -3.681
C -2.904 -2.596 -1.950
C 1.305 2.316 3.099
C 1.980 -0.716 4.018
C 0.938 -0.528 -3.581
H 1.563 -1.375 -3.260
H 1.266 -0.252 -4.599
H 1.144 0.343 -2.938
C -0.680 -2.068 -4.648
H -0.105 -2.938 -4.288
H -1.719 -2.383 -4.837
H -0.241 -1.762 -5.614
C -1.292 0.353 -4.220
H -0.920 0.562 -5.237
H -2.378 0.213 -4.293
H -1.096 1.250 -3.615
C -2.431 -3.986 -2.370
H -1.775 -4.429 -1.608
H -3.313 -4.639 -2.478
H -1.880 -3.996 -3.320
C -3.521 -2.690 -0.535
H -2.759 -2.707 0.257
H -4.212 -1.863 -0.323
H -4.087 -3.629 -0.445
C -3.897 -1.966 -2.927
H -4.016 -0.886 -2.737
H -3.593 -2.089 -3.978
H -4.897 -2.416 -2.807
C 3.486 -0.614 3.745
H 4.004 -1.419 4.286
H 3.711 -0.736 2.677
H 3.912 0.337 4.086
C 1.533 -2.156 3.688
H 0.456 -2.319 3.824
H 1.797 -2.427 2.655
H 2.058 -2.853 4.361
C 1.684 -0.396 5.491
H 2.045 -1.236 6.106
H 2.207 0.505 5.839
H 0.613 -0.282 5.710
C 0.243 3.059 2.264
H 0.487 4.134 2.266
H 0.243 2.722 1.222
H -0.770 2.947 2.675
C 2.702 2.680 2.565
H 2.843 2.332 1.532
H 2.804 3.775 2.570
H 3.509 2.268 3.186
C 1.181 2.803 4.556
H 0.309 2.403 5.093
H 2.086 2.614 5.154
H 1.050 3.902 4.523
Ca 0.669 -0.292 -0.178
C -0.258 -3.221 0.387
O -0.623 -4.253 0.738
N 0.776 2.003 -1.007
C 0.691 3.107 -1.447
C -0.129 4.122 -2.039
C 0.429 5.308 -2.544
C -1.505 3.832 -2.138
C -0.438 6.325 -2.923
H 1.522 5.321 -2.619
C -2.378 4.855 -2.532
H -1.883 2.824 -1.899
C -1.828 6.100 -2.887
H -0.023 7.273 -3.240
H -3.461 4.671 -2.522
H -2.489 6.926 -3.137
C 4.421 -4.763 -1.336
N 3.983 -3.415 -0.989
C 4.801 -2.288 -0.913
C 3.988 -1.241 -0.575
N 2.671 -1.698 -0.465
C 2.719 -3.021 -0.709
H 4.870 -4.783 -2.336
H 5.173 -5.127 -0.624
H 3.556 -5.435 -1.318
H 5.858 -2.332 -1.115
H 4.265 -0.207 -0.403
H 1.885 -3.719 -0.699
*
```

Electronic energy: -3019.8803 a.u.
Orbital gap: 5.59 eV
Energy above the lowest of the compared OMol25 structures with the same formula, charge and spin: 137.84 kJ/mol
Highest occupied orbital energy: -8.14 eV
Largest force on an atom: 5.2 eV Å⁻¹
LUMO: -2.547 eV